1.
Molecular formula: C5H8O
Method: DFT, the ωB97M-V functional and the def2-TZVPD basis

max |F|	0.9	eV/Å
energy	-270.390674	a.u.
energy relative to the best compared isomer or geometry (same formula, charge and spin)	439.0	kJ/mol

Last column: Mulliken charge in e.
Element x y z (Å)
C1 1.62 0.02 -0.69  -1.543
C2 0.58 0.17 0.38  0.600
C3 -0.13 -1.12 0.57  -0.619
C4 -1.21 -0.38 -0.25  0.144
O1 -2.36 -0.39 0.53  -0.446
C5 -0.50 1.05 -0.09  -0.766
H1 1.13 -0.35 -1.61  0.403
H2 2.10 0.98 -0.93  0.383
H3 2.39 -0.70 -0.41  0.384
H4 -2.95 0.29 0.18  0.332
H5 -0.60 -1.37 1.52  0.245
H6 0.42 -1.97 0.17  0.267
H7 -1.12 1.58 0.62  0.341
H8 -0.23 1.68 -0.94  0.275



2.
Molecular formula: C4H6N2O
Method: DFT, the ωB97M-V functional and the def2-TZVPD basis

max |F|	5.1	eV/Å
energy	-340.747496	a.u.
energy relative to the best compared isomer or geometry (same formula, charge and spin)	124.5	kJ/mol

Last column: Mulliken charge in e.
Element x y z (Å)
C1 1.93 0.59 0.10  -0.807
C2 0.59 0.12 -0.21  0.574
C3 0.14 -1.18 -0.21  -0.603
N1 -1.21 -1.03 -0.08  0.003
C4 -1.44 0.31 -0.01  0.338
O1 -2.70 0.74 0.07  -0.509
N2 -0.40 1.07 -0.16  -0.606
H1 2.19 1.26 0.93  0.286
H2 2.51 0.86 -0.78  0.220
H3 2.33 -0.51 0.53  0.166
H4 0.60 -2.16 -0.23  0.385
H5 -1.89 -1.77 -0.02  0.185
H6 -2.64 1.70 0.09  0.368



3.
Molecular formula: C4H8NO2
Method: DFT, the ωB97M-V functional and the def2-TZVPD basis

max |F|	4.6	eV/Å
energy	-362.091168	a.u.
energy relative to the best compared isomer or geometry (same formula, charge and spin)	321.1	kJ/mol
net charge	+1
SMILES string	C=[NH+]C/C(O)=C\O

Last column: Mulliken charge in e.
Element x y z (Å)
C1 -1.70 -0.35 0.38  -0.500
C2 1.48 1.29 -0.22  -0.139
C3 0.58 -0.81 -0.69  -0.494
C4 -0.35 -0.39 0.45  0.463
N1 1.76 0.00 -0.42  0.018
O1 -2.33 -0.36 -0.76  -0.482
O2 0.34 0.13 1.48  -0.473
H1 -2.27 -0.02 1.26  0.264
H2 2.18 2.01 0.16  0.372
H3 0.36 1.61 -0.44  0.254
H4 0.60 -1.86 -0.63  0.411
H5 0.16 -0.63 -1.75  0.284
H6 -3.35 -0.22 -0.70  0.382
H7 2.67 -0.37 -0.40  0.249
H8 -0.15 -0.02 2.30  0.389



4.
Molecular formula: C18H46N3O4PRuS2Si4Te
Method: DFT, the ωB97M-V functional and the def2-TZVPD basis

max |F|	2.1	eV/Å
spin multiplicity	6
energy	-3837.227180	a.u.
energy relative to the best compared isomer or geometry (same formula, charge and spin)	198.9	kJ/mol
net charge	+1

Last column: Löwdin spin population.
Element x y z (Å)
Ru1 -0.11 2.14 -0.16  3.149
C1 3.16 0.96 4.65  0.001
C2 3.19 2.25 3.86  0.004
O1 3.05 1.95 2.46  0.010
P1 1.92 2.60 1.56  0.027
S1 2.46 2.16 -0.32  0.178
S2 0.10 2.16 2.38  0.210
O2 2.20 4.17 1.84  0.002
C3 1.61 5.20 1.07  0.005
C4 2.69 6.18 0.64  0.001
H1 3.32 1.19 5.70  0.000
H2 3.95 0.30 4.31  0.000
H3 2.20 0.46 4.54  0.001
H4 4.15 2.76 3.96  0.000
H5 2.39 2.92 4.17  0.003
H6 0.87 5.71 1.70  0.000
H7 1.11 4.77 0.19  0.004
H8 3.29 6.46 1.50  0.000
H9 2.23 7.07 0.23  0.000
H10 3.34 5.72 -0.11  0.000
N1 -2.08 7.04 -1.83  0.000
C5 -0.92 6.23 -1.48  0.002
C6 -1.26 4.76 -1.77  0.016
O3 -2.53 4.55 -2.05  0.006
O4 -0.43 3.87 -1.70  0.064
H11 -2.31 7.72 -1.12  0.000
H12 -2.97 5.44 -2.05  0.000
H13 -1.95 7.53 -2.70  0.000
H14 -0.71 6.30 -0.41  0.000
H15 0.00 6.49 -2.00  0.000
C7 -3.39 -2.87 -0.99  0.005
Si1 -1.81 -3.44 -1.92  0.040
C8 -1.76 -5.34 -2.06  0.013
C9 -1.81 -2.65 -3.67  0.003
Si2 0.09 -2.79 -0.56  0.176
Te1 0.07 -0.26 -0.57  0.905
Si3 2.14 -3.56 -1.64  0.033
C10 2.12 -3.04 -3.48  0.003
C11 3.64 -2.78 -0.74  0.004
C12 2.20 -5.46 -1.50  0.009
Si4 -0.06 -3.50 1.76  0.016
C13 -1.58 -2.68 2.59  0.002
C14 1.52 -3.01 2.73  0.001
C15 -0.27 -5.40 1.79  0.006
H16 -4.27 -2.94 -1.61  0.000
H17 -3.29 -1.84 -0.66  0.004
H18 -3.57 -3.48 -0.11  0.000
H19 -2.67 -5.73 -2.51  0.002
H20 -1.66 -5.81 -1.09  0.000
H21 -0.93 -5.67 -2.67  0.000
H22 -2.78 -2.78 -4.15  0.000
H23 -1.07 -3.10 -4.31  0.000
H24 -1.60 -1.59 -3.61  0.002
H25 1.83 -2.00 -3.59  0.001
H26 1.42 -3.64 -4.06  0.000
H27 3.10 -3.15 -3.93  0.000
H28 3.53 -1.70 -0.66  0.003
H29 4.56 -2.97 -1.27  0.000
H30 3.75 -3.17 0.27  0.000
H31 1.32 -5.93 -1.92  0.000
H32 2.27 -5.79 -0.47  0.000
H33 3.06 -5.86 -2.02  0.002
H34 -1.57 -1.61 2.45  0.003
H35 -1.59 -2.87 3.66  0.000
H36 -2.51 -3.06 2.18  0.000
H37 1.81 -1.98 2.53  0.001
H38 2.36 -3.65 2.49  0.000
H39 1.35 -3.09 3.81  0.000
H40 -1.21 -5.70 1.34  0.000
H41 -0.26 -5.78 2.80  0.001
H42 0.53 -5.91 1.25  0.000
N2 -3.48 2.63 0.76  0.004
C16 -4.69 2.59 0.17  0.003
C17 -4.50 2.09 -1.10  0.002
C18 -3.13 1.84 -1.19  0.010
N3 -2.53 2.18 -0.05  0.057
H43 -3.25 2.91 1.70  0.000
H44 -5.58 2.92 0.67  0.001
H45 -5.24 1.93 -1.85  0.000
H46 -2.57 1.45 -2.02  0.003



5.
Molecular formula: C3H5P
Method: DFT, the ωB97M-V functional and the def2-TZVPD basis

max |F|	1.9	eV/Å
energy	-458.570845	a.u.
energy relative to the best compared isomer or geometry (same formula, charge and spin)	28.0	kJ/mol
SMILES string	C#CPC

Last column: Mulliken charge in e.
Element x y z (Å)
C1 -2.28 -0.45 -0.69  0.273
C2 -1.34 0.08 -0.16  -0.531
C3 1.41 -0.17 0.36  -0.936
P1 -0.12 0.72 0.92  -0.108
H1 -3.01 -0.97 -1.33  0.359
H2 1.23 -1.17 0.60  0.278
H3 2.37 0.11 0.77  0.348
H4 1.47 -0.07 -0.73  0.293
H5 0.28 1.93 0.27  0.023



6.
Molecular formula: C5H35NO13S
Method: DFT, the ωB97M-V functional and the def2-TZVPD basis

max |F|	3.8	eV/Å
energy	-1642.559376	a.u.
energy relative to the best compared isomer or geometry (same formula, charge and spin)	91.0	kJ/mol

Last column: Mulliken charge in e.
Element x y z (Å)
C1 0.25 -0.22 -0.43  -0.263
N1 -1.20 -0.68 -0.35  0.332
C2 -2.20 0.06 0.21  -0.072
O1 -1.97 1.12 0.77  -0.596
C3 1.04 -1.28 -1.20  -0.545
C4 0.55 -1.77 -2.57  -0.486
C5 0.50 -0.64 -3.62  -0.286
S1 2.02 -0.08 -4.43  -0.194
H1 0.13 0.63 -1.13  -0.186
H2 0.50 -0.02 0.60  0.889
H3 -1.50 -1.16 -1.18  -0.135
H4 -3.26 -0.26 0.19  0.404
H5 1.11 -2.17 -0.57  0.282
H6 2.03 -0.90 -1.43  0.191
H7 1.24 -2.53 -2.96  0.397
H8 -0.31 -2.42 -2.69  -0.029
H9 -0.15 -0.96 -4.43  0.353
H10 0.11 0.29 -3.20  -0.033
H11 2.86 -0.16 -3.36  0.131
H12 -0.78 -2.10 2.54  0.497
H13 -0.13 -1.98 1.20  0.234
O2 -0.01 -2.45 2.05  -0.809
H14 3.76 1.32 1.85  0.283
H15 2.35 1.89 1.31  0.297
O3 2.81 1.18 1.80  -0.593
H16 2.23 -0.75 2.16  0.126
H17 1.68 -2.00 2.96  0.380
O4 2.41 -1.36 2.88  -0.725
H18 -0.99 1.08 4.41  0.440
H19 -2.36 1.63 3.94  0.338
O5 -1.97 0.93 4.49  -0.731
H20 1.16 0.01 3.88  0.414
H21 1.26 1.41 3.56  0.314
O6 0.76 0.85 4.20  -0.750
H22 -2.24 -3.79 -2.03  0.347
H23 -2.17 -2.68 -3.03  0.401
O7 -2.77 -3.04 -2.38  -0.637
H24 4.38 -1.48 1.69  0.342
H25 3.61 -0.37 0.89  0.416
O8 4.44 -0.86 0.94  -0.665
H26 -2.51 -0.55 -2.39  0.116
H27 -3.41 0.55 -2.70  0.290
O9 -2.47 0.35 -2.70  -0.464
H28 -1.86 3.58 -1.66  0.362
H29 -1.95 2.37 -2.50  0.277
O10 -1.47 3.21 -2.47  -0.681
H30 -2.06 -0.32 3.46  0.422
H31 -2.99 -1.61 3.30  0.257
O11 -2.22 -1.14 2.92  -0.675
H32 0.31 3.24 -1.80  0.408
H33 0.22 4.79 -1.70  0.283
O12 0.69 4.02 -1.34  -0.696
H34 -0.31 1.92 1.14  0.259
H35 0.37 3.07 0.24  0.324
O13 0.50 2.23 0.72  -0.551



7.
Molecular formula: C4H11NO
Method: DFT, the ωB97M-V functional and the def2-TZVPD basis

max |F|	6.6	eV/Å
energy	-288.942618	a.u.
energy relative to the best compared isomer or geometry (same formula, charge and spin)	195.3	kJ/mol
SMILES string	C1CCNC1.O

Last column: Mulliken charge in e.
Element x y z (Å)
N1 -1.48 -0.97 0.09  -0.476
C1 -0.95 -0.89 -1.31  -0.517
C2 0.57 -0.85 -1.12  -0.540
C3 0.88 -0.28 0.35  -0.238
C4 -0.55 -0.47 1.09  -0.484
H1 -1.69 -1.99 0.23  0.288
H2 -1.27 -1.80 -1.89  0.319
H3 -1.20 0.04 -1.85  0.222
H4 0.88 -1.90 -1.40  0.261
H5 1.06 -0.11 -1.84  0.314
H6 1.76 -0.80 0.75  0.337
H7 1.03 0.81 0.26  0.039
H8 -0.53 -0.98 2.13  0.277
H9 -0.87 0.50 1.37  0.204
H10 1.27 2.71 1.31  0.318
H11 0.66 3.91 0.90  0.269
O1 0.44 3.07 0.92  -0.594



8.
Molecular formula: C25H36N3ORhSSeSi
Method: DFT, the ωB97M-V functional and the def2-TZVPD basis

max |F|	0.3	eV/Å
spin multiplicity	5
energy	-4413.349818	a.u.
energy relative to the best compared isomer or geometry (same formula, charge and spin)	24.0	kJ/mol

Last column: Löwdin spin population.
Element x y z (Å)
Rh1 0.00 -0.37 0.85  2.280
C1 6.09 0.69 -1.53  -0.001
C2 4.86 0.62 -0.67  0.000
C3 4.82 1.17 0.61  0.010
C4 3.62 1.09 1.28  0.005
N1 2.54 0.52 0.75  0.068
C5 2.68 -0.02 -0.47  0.037
S1 1.28 -0.87 -1.08  0.261
N2 3.80 0.02 -1.20  0.018
H1 6.98 0.82 -0.92  0.000
H2 6.01 1.55 -2.20  0.000
H3 6.17 -0.20 -2.14  0.000
H4 5.69 1.63 1.05  0.001
H5 3.51 1.50 2.28  0.000
C6 -0.98 -0.39 6.72  0.003
Si1 0.37 -1.35 5.85  0.011
C7 2.04 -0.79 6.49  0.000
C8 0.15 -3.18 6.15  0.002
C9 0.27 -1.01 4.06  0.086
C10 0.19 -0.79 2.86  0.125
H6 -0.95 -0.52 7.80  0.000
H7 -1.97 -0.70 6.36  0.000
H8 -0.88 0.68 6.51  0.000
H9 2.19 -1.08 7.53  0.000
H10 2.15 0.29 6.41  0.000
H11 2.84 -1.25 5.90  0.000
H12 0.20 -3.41 7.22  0.000
H13 0.93 -3.75 5.64  0.000
H14 -0.81 -3.52 5.78  0.000
C11 -6.64 2.32 -0.52  0.004
C12 -5.52 1.33 -0.33  0.021
C13 -4.98 0.65 -1.41  -0.002
C14 -3.95 -0.27 -1.25  0.031
C15 -3.38 -0.97 -2.46  0.024
C16 -3.46 -0.51 0.03  0.066
Se1 -2.02 -1.74 0.22  0.771
C17 -3.99 0.16 1.14  0.027
C18 -3.52 -0.13 2.54  0.019
C19 -5.02 1.07 0.94  -0.004
H15 -6.84 2.49 -1.57  0.000
H16 -6.39 3.28 -0.06  0.001
H17 -7.56 1.96 -0.05  0.001
H18 -5.36 0.85 -2.41  0.000
H19 -3.91 -0.68 -3.36  0.001
H20 -3.44 -2.05 -2.35  0.007
H21 -2.32 -0.72 -2.59  0.006
H22 -2.45 -0.29 2.60  0.011
H23 -4.00 -1.04 2.92  0.002
H24 -3.79 0.68 3.22  0.000
H25 -5.43 1.59 1.79  0.000
O1 -1.05 1.57 0.50  0.083
C20 -1.17 2.56 1.22  0.009
C21 -0.84 2.57 2.68  0.003
C22 0.69 2.84 2.68  0.002
C23 1.20 3.99 1.78  0.000
C24 1.09 3.78 0.25  0.000
C25 -0.29 4.11 -0.34  0.000
N3 -1.34 3.79 0.65  0.004
H26 -1.04 1.62 3.15  0.002
H27 -1.38 3.37 3.19  0.000
H28 1.17 1.91 2.37  0.002
H29 0.99 3.04 3.71  0.000
H30 2.26 4.11 2.02  0.000
H31 0.73 4.93 2.07  0.000
H32 1.35 2.74 0.02  0.000
H33 1.83 4.40 -0.24  0.000
H34 -0.48 3.54 -1.24  0.000
H35 -0.39 5.17 -0.57  0.000
H36 -1.41 4.52 1.35  0.000



9.
Molecular formula: C4H7NO2
Method: DFT, the ωB97M-V functional and the def2-TZVPD basis

max |F|	0.7	eV/Å
energy	-361.817143	a.u.
energy relative to the best compared isomer or geometry (same formula, charge and spin)	167.3	kJ/mol
SMILES string	O=CN1CC(O)C1

Last column: Mulliken charge in e.
Element x y z (Å)
O1 -2.35 -0.04 -0.44  -0.548
C1 -1.09 -0.13 0.15  0.229
C2 0.00 -0.93 -0.61  -0.650
N1 0.94 0.17 -0.36  -0.019
C3 -0.15 1.10 -0.03  -0.684
C4 2.05 0.09 0.44  0.161
O2 2.47 0.98 1.14  -0.552
H1 -3.02 -0.50 0.07  0.334
H2 -1.13 -0.38 1.21  0.304
H3 0.32 -1.91 -0.23  0.317
H4 -0.24 -1.02 -1.67  0.254
H5 0.08 1.74 0.84  0.275
H6 -0.44 1.72 -0.89  0.270
H7 2.55 -0.90 0.37  0.310



10.
Molecular formula: CH4N2OS
Method: DFT, the ωB97M-V functional and the def2-TZVPD basis

max |F|	2.9	eV/Å
energy	-623.344025	a.u.
energy relative to the best compared isomer or geometry (same formula, charge and spin)	302.4	kJ/mol
SMILES string	ON/C=N/S

Last column: Mulliken charge in e.
Element x y z (Å)
C1 0.21 0.14 0.15  0.105
H1 -1.66 -0.58 2.04  0.327
H2 -1.84 -0.28 -0.31  0.266
H3 0.84 0.36 1.01  0.375
H4 2.31 -0.13 -2.56  0.149
N1 -1.18 0.12 0.32  -0.191
N2 0.60 -0.02 -1.06  -0.452
O1 -1.61 0.30 1.63  -0.416
S1 2.32 0.09 -1.23  -0.163



11.
Molecular formula: C22H31CoNO4S
Method: DFT, the ωB97M-V functional and the def2-TZVPD basis

max |F|	2.6	eV/Å
spin multiplicity	4
energy	-2993.517472	a.u.
energy relative to the best compared isomer or geometry (same formula, charge and spin)	133.6	kJ/mol

Last column: Löwdin spin population.
Element x y z (Å)
Co1 0.51 -0.11 -0.86  2.691
C1 -0.28 -0.71 -5.19  0.002
C2 -0.32 -1.00 -3.71  0.001
O1 0.25 -0.15 -3.00  0.042
C3 -1.15 -2.08 -3.20  0.005
C4 -2.10 -2.69 -4.08  -0.001
C5 -2.95 -3.59 -3.57  0.004
C6 -2.90 -3.99 -2.22  -0.001
C7 -1.99 -3.41 -1.39  0.004
C8 -1.07 -2.41 -1.81  0.005
O2 -0.19 -1.97 -1.01  0.047
H1 0.49 0.07 -5.37  0.000
H2 -1.28 -0.33 -5.53  0.000
H3 -0.06 -1.55 -5.83  0.000
H4 -2.23 -2.41 -5.11  0.000
H5 -3.76 -3.91 -4.23  0.000
H6 -3.60 -4.68 -1.77  0.000
H7 -1.89 -3.81 -0.35  0.000
O3 2.65 0.76 2.37  0.000
C9 3.50 0.44 1.25  0.000
C10 3.30 1.43 0.15  0.005
C11 3.93 2.70 0.17  0.001
C12 3.67 3.65 -0.82  0.004
C13 2.75 3.37 -1.83  0.001
C14 2.19 2.09 -1.80  0.008
N1 2.37 1.18 -0.81  0.025
H8 1.81 0.30 2.21  0.000
H9 3.23 -0.57 0.97  0.000
H10 4.55 0.51 1.56  0.000
H11 4.75 2.90 0.87  0.000
H12 4.28 4.53 -0.85  0.000
H13 2.42 4.07 -2.62  0.000
H14 1.58 1.70 -2.62  0.001
C15 -2.49 2.62 1.06  0.005
C16 -1.12 2.10 0.83  0.015
C17 -0.15 3.27 0.84  0.002
C18 -0.99 1.19 -0.38  0.083
H15 -2.61 2.95 2.09  0.001
H16 -3.27 1.87 0.93  0.000
H17 -2.70 3.43 0.34  0.000
H18 -0.87 1.52 1.71  0.002
H19 -0.15 3.80 -0.12  0.000
H20 0.91 2.96 0.90  0.000
H21 -0.40 3.98 1.64  0.000
H22 -1.03 1.85 -1.26  0.011
H23 -1.93 0.59 -0.33  0.010
O4 0.86 -0.98 1.44  0.025
S1 -0.53 -1.01 2.12  0.001
C19 -0.39 -0.26 3.79  0.000
C20 -0.14 -1.33 4.81  0.000
C21 -0.92 -2.52 4.31  0.000
C22 -0.55 -2.70 2.83  0.000
H24 -1.37 0.27 3.92  0.000
H25 0.40 0.53 3.68  0.000
H26 -0.53 -1.00 5.83  0.000
H27 0.93 -1.61 4.89  0.000
H28 -2.00 -2.22 4.28  0.000
H29 -0.71 -3.43 4.90  0.000
H30 -1.24 -3.24 2.23  0.000
H31 0.50 -2.95 2.71  0.000



12.
Molecular formula: C3H4INO
Method: DFT, the ωB97M-V functional and the def2-TZVPD basis

max |F|	4.8	eV/Å
energy	-544.236880	a.u.
energy relative to the best compared isomer or geometry (same formula, charge and spin)	383.4	kJ/mol

Last column: Mulliken charge in e.
Element x y z (Å)
C1 0.02 1.02 0.82  0.020
C2 0.75 -1.30 1.10  -0.212
C3 -0.62 0.39 -1.48  -0.161
N1 -0.53 1.16 -0.45  -0.435
O1 0.57 -0.05 1.34  -0.234
I1 -1.69 0.94 -3.21  0.012
H1 -0.08 1.86 1.38  0.458
H2 0.50 -1.58 0.08  0.098
H3 1.23 -1.78 1.91  0.285
H4 -0.15 -0.67 -1.50  0.169